45
Properties=species:S:1:pos:R:3 method="wB97M-V/def2-TZVPD" max_force_ha_per_bohr=0.216 orbital_gap_ev=8.89 relative_energy_ev=11.042 e_lumo_ev=0.241
C -0.34518 -1.43599 -2.18670
C -0.03578 -0.56230 -0.97174
C -1.20996 0.25445 -0.30397
O -1.13417 -0.26417 1.00420
C -0.20830 -1.24618 1.18788
O 0.04301 -1.83449 2.20115
O 0.32729 -1.49898 0.02930
H -1.36973 -1.80801 -2.18373
H 0.37984 -2.24321 -2.29094
H -0.35928 -0.84897 -3.10502
H 0.84687 0.05046 -1.15491
H -2.24421 0.11849 -0.62012
H -0.87212 1.28288 -0.43166
Cl -0.08531 2.37056 4.73970
C 0.85238 1.40415 3.56744
C 0.07912 0.91958 2.35252
Cl -0.44899 2.28350 1.35642
H 1.28120 0.52368 4.04598
H 1.61031 2.11351 3.23508
H -0.83369 0.34747 2.51857
H 0.63652 0.26006 1.68736
Cl -2.37065 1.16464 1.76654
C -3.27629 -0.33407 1.80367
C -4.81261 -0.13628 1.84448
Cl -5.55385 0.74241 0.50627
H -3.03170 -0.91868 2.69054
H -2.98781 -0.89973 0.91772
H -5.09264 0.52689 2.66296
H -5.27220 -1.11924 1.94790
Cl 0.25304 -3.03535 -4.29794
C 1.67001 -2.03903 -3.85325
C 2.60117 -2.85768 -2.92418
Cl 1.62340 -3.44292 -1.54804
H 1.40814 -1.05676 -3.45998
H 2.23525 -1.79573 -4.75293
H 3.39132 -2.23001 -2.51207
H 3.11348 -3.72017 -3.35049
Cl 0.56302 1.86977 -0.94999
C 2.16171 1.92487 -0.16895
C 2.77612 3.28578 -0.12491
Cl 3.01903 3.80017 -1.77155
H 2.80036 1.19426 -0.66537
H 2.04493 1.45156 0.80597
H 3.67972 3.35835 0.48034
H 2.14722 4.08046 0.27643